# 1
112
Properties=species:S:1:pos:R:3:mulliken_charge:R:1 method="wB97M-V/def2-TZVPD" charge=+1 max_force_ev_per_a=1.64 homo_ev=-10.73 orbital_gap_ev=7.7
C -2.8583 4.2059 1.0994 -0.068
C -1.9482 3.4247 1.1361 -2.162
C -0.8156 2.4536 1.1841 2.152
O 0.3987 3.0014 1.6362 -0.095
C 0.3131 4.0985 2.5325 -0.105
C 1.6930 4.1964 3.2046 -0.938
O 1.7421 3.4149 4.3892 -0.356
C 1.2949 4.1541 5.5354 -0.296
C 0.5197 3.1833 6.4357 -1.106
C -1.2565 1.4149 2.2325 -1.201
N -0.3387 0.2468 2.3361 -0.073
C -0.9712 -0.9091 3.1401 -0.316
N -1.7916 -0.5035 4.2476 -0.551
C 0.3174 -0.1768 1.0425 0.094
C 0.5700 -1.6810 0.9196 -1.215
C 1.7004 -2.1772 1.8658 -1.245
C 1.3820 -3.5319 2.5215 -0.811
C 1.7136 -4.6835 1.5231 -0.118
C 0.7446 -5.8889 1.6639 -0.814
N 1.2619 -6.9834 2.4682 -0.648
C -0.3604 0.3312 -0.2520 -0.850
O -1.3850 -0.5116 -0.7199 -0.460
C -2.6308 -0.4098 -0.0738 1.497
C -3.5777 -1.4687 -0.6883 -1.310
N -3.9177 -2.4999 0.3222 -0.263
C -5.2728 -2.3329 0.8683 -1.308
C -5.3466 -1.3503 2.0356 2.247
C -6.3424 -0.2044 1.8104 -1.646
O -5.7322 -2.0573 3.2182 -0.617
C -0.6895 1.8460 -0.2543 0.006
C 0.3342 2.6746 -1.0437 -0.630
C -0.1766 3.6979 -1.8437 -0.389
C 0.7705 4.4748 -2.5248 -0.846
C 2.1111 4.1631 -2.3279 -0.710
N 2.6019 3.1833 -1.5824 -0.732
C 1.7007 2.4459 -0.9366 -0.121
H -3.7386 4.7950 1.2132 0.654
H 0.1331 5.0325 1.9974 0.333
H -0.4138 3.9423 3.3336 0.293
H 2.0170 5.2288 3.3420 0.453
H 2.4039 3.7396 2.5091 0.283
H 2.1557 4.5686 6.0665 0.413
H 0.6595 4.9908 5.2353 0.332
H 1.0521 2.2333 6.4064 0.252
H 0.4277 3.5708 7.4468 0.424
H -0.4704 3.0300 5.9993 0.195
H -1.2092 1.9241 3.1944 0.879
H -2.2972 1.1422 2.0851 0.139
H 0.4208 0.5633 2.9388 0.930
H -0.1513 -1.4849 3.5616 0.076
H -1.5816 -1.5287 2.4913 0.493
H -2.7271 -0.2494 3.9698 0.275
H -1.3686 0.2019 4.8336 0.209
H 1.3023 0.2922 1.0352 0.300
H 0.9420 -1.8224 -0.0965 0.972
H -0.3268 -2.2943 0.9879 0.122
H 1.8346 -1.4211 2.6566 0.501
H 2.6561 -2.1964 1.3413 0.517
H 1.9715 -3.6564 3.4293 0.506
H 0.3118 -3.5509 2.7397 0.323
H 1.5757 -4.2708 0.5172 0.024
H 2.7434 -4.9862 1.6824 0.236
H 0.5671 -6.2715 0.6557 0.301
H -0.2215 -5.5751 2.0621 0.400
H 2.0690 -7.4055 2.0361 0.281
H 1.4618 -6.7004 3.4148 0.232
H 0.4299 0.2188 -0.9953 0.998
H -3.1109 0.5717 -0.1806 0.215
H -2.5971 -0.6475 0.9931 -0.956
H -3.1190 -1.9005 -1.5748 0.410
H -4.5024 -0.9631 -0.9890 0.311
H -3.9570 -3.3733 -0.1905 0.322
H -6.0199 -2.1042 0.0989 0.412
H -5.5643 -3.3029 1.2805 0.465
H -4.3618 -0.9046 2.2311 -1.071
H -6.1093 0.3544 0.8985 0.358
H -7.3696 -0.5593 1.7790 0.391
H -6.2278 0.5009 2.6380 0.383
H -5.3893 -1.5872 3.9785 0.384
H -1.6514 2.0117 -0.7297 0.912
H -1.2389 3.8803 -1.9131 0.515
H 0.4745 5.2982 -3.1577 0.564
H 2.8404 4.7872 -2.8396 0.571
H 2.0882 1.6513 -0.3123 0.500
C 3.0428 -6.4014 -1.8835 -0.853
C 3.2419 -6.5194 -3.2027 0.387
C 4.5481 -7.0036 -3.7660 0.879
O 4.6467 -7.0998 -4.9726 -0.603
C 5.6217 -7.3251 -2.8368 -0.919
C 5.4222 -7.2038 -1.5188 0.211
C 4.1090 -6.7434 -0.9571 1.086
O 3.9930 -6.6708 0.2543 -0.609
O 6.3650 -7.4814 -0.6202 -0.570
O 2.3087 -6.2214 -4.1007 -0.577
H 2.1063 -6.0571 -1.4675 0.396
H 6.5623 -7.6578 -3.2523 0.433
H 5.9654 -7.3172 0.2534 0.357
H 2.7087 -6.3997 -4.9737 0.358
C -0.0330 4.4510 -7.6584 -0.849
C 0.7092 4.6941 -6.5729 0.366
C 1.2640 6.0567 -6.2790 1.061
O 1.9078 6.1999 -5.2533 -0.576
C 1.0023 7.1275 -7.2241 -1.047
C 0.2636 6.8868 -8.3163 0.307
C -0.3151 5.5289 -8.5978 1.014
O -0.9909 5.3892 -9.5971 -0.598
O -0.0100 7.8227 -9.2181 -0.558
O 1.0100 3.7581 -5.6720 -0.629
H -0.4393 3.4737 -7.8777 0.440
H 1.4198 8.1010 -7.0097 0.436
H -0.5580 7.3910 -9.9007 0.362
H 1.5565 4.2072 -5.0008 0.262

---

# 2
14
Properties=species:S:1:pos:R:3:mulliken_charge:R:1 method="wB97M-V/def2-TZVPD" charge=0 max_force_ev_per_a=1.91 e_above_lowest_ev=1.733 homo_ev=-9.78 orbital_gap_ev=10.7 smiles="[H]/N=C/N.CC=O"
H 0.4653 -3.1950 0.4500 0.228
N 0.4837 -2.2062 0.2030 -0.573
C 1.6356 -1.9787 -0.2849 0.028
N 2.0202 -0.7226 -0.7189 -0.443
H 2.4525 -2.7015 -0.3547 0.327
H 2.4695 -0.7007 -1.6285 0.233
H 1.2819 -0.0686 -0.5140 0.191
C -1.6241 1.0576 0.6489 -0.492
C -1.4280 2.4396 0.0301 0.144
O -0.8670 3.3526 0.5459 -0.450
H -0.8503 0.3566 0.3543 -0.064
H -1.5292 1.1727 1.7347 0.250
H -2.6390 0.6922 0.5069 0.300
H -1.8711 2.5020 -0.9727 0.322

---

# 3
88
Properties=species:S:1:pos:R:3:mulliken_charge:R:1 method="wB97M-V/def2-TZVPD" charge=0 max_force_ev_per_a=5.10 multiplicity=3 e_above_lowest_ev=1.487 homo_ev="-6.71 / -6.71" s2=2.21 orbital_gap_ev="5.3 / 5.5"
Mo -0.0722 -0.7936 0.5141 -2.402
P -0.9343 1.0121 -0.6346 2.044
Cl -1.6546 -2.4897 0.1993 -0.423
C 1.6142 -0.1208 -1.1019 -1.568
H 1.6421 0.1030 -2.1700 0.688
H 1.5083 -1.2368 -0.9529 -0.127
C -2.3037 0.8255 0.6485 -1.245
C -1.6270 0.4775 -2.2816 -0.157
C -3.2511 2.0322 0.7954 -0.789
H -2.9158 -0.0252 0.3063 0.949
C -4.3807 1.6554 1.7662 -0.860
H -2.7026 2.9054 1.1742 0.227
H -3.6818 2.3166 -0.1749 0.260
C -3.8766 1.1107 3.1099 -0.705
H -5.0212 2.5296 1.9377 0.401
H -5.0075 0.8894 1.2871 0.387
C -2.8021 0.0282 2.9633 -0.894
H -3.4716 1.9413 3.7035 0.322
H -4.7242 0.7077 3.6764 0.417
C -1.6746 0.4545 2.0022 0.794
H -2.3730 -0.2171 3.9407 0.477
H -3.2428 -0.8965 2.5712 0.365
H -1.1702 1.3373 2.4219 0.420
H -0.9535 -0.4581 2.0199 0.029
C -0.3870 2.7853 -0.7756 0.244
C -0.7225 0.9239 -3.4400 0.040
H -1.5900 -0.6277 -2.2191 0.846
C -1.1778 0.2858 -4.7572 -0.909
H -0.7355 2.0206 -3.5319 0.178
H 0.3174 0.6446 -3.2477 -0.163
C -2.6631 0.5305 -5.0494 -0.699
H -0.5647 0.6794 -5.5769 0.401
H -0.9922 -0.7964 -4.7043 0.401
C -3.5809 0.2508 -3.8499 -0.909
H -2.7969 1.5735 -5.3678 0.311
H -2.9723 -0.0982 -5.8920 0.365
C -3.0864 0.8760 -2.5366 -0.635
H -4.5922 0.6172 -4.0624 0.400
H -3.6537 -0.8363 -3.7023 0.381
H -3.1727 1.9722 -2.5871 0.176
H -3.7286 0.5439 -1.7096 0.308
C 0.0500 3.3924 0.5666 -0.124
H 0.5114 2.6837 -1.4165 0.807
C 0.7491 4.7454 0.3547 -0.822
H -0.8294 3.5290 1.2140 0.198
H 0.7331 2.7253 1.1078 -0.341
C -0.0950 5.7319 -0.4635 -0.754
H 0.9886 5.1806 1.3334 0.433
H 1.7027 4.5695 -0.1648 0.352
C -0.6994 5.1050 -1.7285 -0.976
H -0.9034 6.1252 0.1685 0.344
H 0.5253 6.5903 -0.7464 0.408
C -1.3657 3.7415 -1.4759 -0.349
H -1.4362 5.7895 -2.1685 0.411
H 0.0993 4.9677 -2.4727 0.371
H -2.2557 3.8758 -0.8422 0.179
H -1.7154 3.3289 -2.4302 0.150
C 1.7544 0.1469 1.1947 0.821
C 2.5454 0.5156 -0.1723 1.796
H 1.2630 1.0717 1.5575 -0.629
C 4.0121 0.0277 -0.2310 -1.201
H 2.5191 1.6196 -0.2291 -0.152
C 4.2414 -1.1912 0.6612 -0.207
H 4.2813 -0.2071 -1.2697 0.418
H 4.6647 0.8519 0.1021 0.387
C 3.9391 -0.8744 2.1144 -1.071
H 3.6021 -2.0262 0.3328 -0.053
H 5.2829 -1.5188 0.5651 0.375
C 2.4558 -0.5389 2.3458 -0.477
H 4.2172 -1.7192 2.7527 0.402
H 4.5446 -0.0207 2.4428 0.459
H 1.9274 -1.4606 2.6640 0.150
H 2.3980 0.1449 3.2073 0.350
O 2.9121 -5.7523 -0.5022 -0.756
C 2.8326 -6.2597 0.7163 0.303
C 3.2951 -7.5729 0.9910 -0.620
C 3.2617 -8.0563 2.2896 -0.282
C 2.7336 -7.2777 3.3350 -0.593
C 2.2494 -5.9918 3.0679 -0.322
C 2.2967 -5.4638 1.7774 0.018
C 1.9076 -4.0293 1.4998 0.937
O 1.4551 -3.3595 2.4522 -0.854
O 2.1043 -3.6033 0.2934 -0.722
H 2.5555 -4.7284 -0.3695 0.408
H 3.6822 -8.1633 0.1594 0.395
H 3.6514 -9.0542 2.4986 0.345
H 2.6983 -7.6639 4.3533 0.361
H 1.8322 -5.3600 3.8516 0.386